(1)
C17H25N2S4W | ωB97M-V/def2-TZVPD

Last column: Löwdin charge in e.
Atoms and positions in Å:
C -1.25742 4.17897 0.32938  -0.08
H 3.84178 1.13807 2.28808  0.09
H -4.45142 -1.02153 -3.47252  0.13
C -2.80092 0.26327 -2.97222  -0.15
H 3.95028 -1.80403 -0.28612  0.08
C 3.81338 -1.41903 0.72868  -0.48
N -2.51492 -0.39663 -1.71222  0.02
H -3.65942 -0.28593 -4.87582  0.12
N -2.26992 -2.45943 -2.70672  0.03
C 0.88468 -2.72643 3.20348  -0.47
H 1.77458 -2.76433 3.83128  0.08
H 3.47308 -2.28403 2.68698  0.07
H -0.65732 5.95297 -0.70422  0.10
C -0.17242 0.74097 -0.38562  -0.30
H 3.75748 -3.45453 1.39998  0.08
H 4.77298 -1.06043 1.10418  0.09
H -2.00632 -3.42733 -2.59562  0.13
H 0.73228 4.75317 -2.34412  0.11
H -1.67712 -1.70933 -4.56762  0.13
C 2.06478 0.38877 3.25088  -0.47
C 0.20418 4.19947 -1.58352  -0.08
H -2.27412 0.17087 -0.90322  0.09
H 2.11368 1.12037 4.06178  0.09
C -2.14622 -1.66713 -1.65082  -0.79
H -3.44062 1.12417 -2.77532  0.13
S 2.75548 0.05857 0.45948  0.80
H 2.50158 -0.54663 3.58888  0.06
S -1.62082 -2.35533 -0.16722  0.59
H -1.86482 0.62197 -3.41782  0.13
C 3.27108 -2.50563 1.63948  -0.46
C -0.03042 -1.57183 3.59538  -0.51
C 2.78908 0.97427 2.04928  -0.47
W 0.43148 -0.92703 0.27598  0.51
H -0.03382 -1.48813 4.68428  0.09
H -1.04852 -1.76713 3.25268  0.07
H 0.91838 2.28727 -2.24362  0.11
S 0.27698 0.10737 2.94458  0.89
H 0.31808 -3.64633 3.36548  0.09
C 0.30938 2.82717 -1.53372  -0.05
C -2.59932 -1.96573 -4.03142  -0.15
C -0.36372 2.10337 -0.52992  -0.38
C -0.57622 4.87897 -0.65802  -0.08
S 1.46108 -2.84773 1.46768  0.77
C -1.16242 2.80687 0.39698  -0.05
C -3.48902 -0.73423 -3.89852  -0.15
H -1.85862 4.71377 1.04938  0.11
H -1.67692 2.24927 1.16678  0.10
H -3.10502 -2.75763 -4.58392  0.13
H 2.34208 1.93337 1.77898  0.08

As for the largest force on an atom: 5.23 eV/A. Its charge is +1. The frontier orbital gap (alpha / beta) is 6.45 / 6.52 eV. The calculation puts the LUMO energy (alpha / beta) at -2.803 / -2.636 eV.

***

(2)
C17H25N3O3 | ωB97M-V/def2-TZVPD

Last column: Löwdin charge in e.
Atoms and positions in Å:
C -2.74410 -0.44084 -1.07096  -0.16
H 0.09531 -0.27874 -0.66472  0.13
H 6.57238 -0.50915 -0.20155  0.11
H -5.13268 -3.01826 5.66558  0.08
H -3.23583 0.52491 2.58998  0.12
C 5.94152 0.01535 -0.90492  -0.05
C 1.48316 1.85954 -1.72496  -0.48
C -1.82532 0.42258 0.94560  -0.17
H -0.46314 2.65514 -1.35444  0.13
C -0.52814 0.52816 -1.09201  -0.20
H -1.46708 -0.57844 1.25250  0.13
H 5.99689 1.37808 -3.98141  0.11
C -3.22997 0.64777 1.50849  -0.12
H -5.05031 -1.26417 5.44117  0.08
C 0.18047 1.88076 -0.93894  -0.09
O -4.43475 -1.33974 2.87823  -0.02
C -4.67767 -1.36101 1.54635  -0.54
H -0.64005 0.32997 -2.16050  0.13
H -2.41602 -1.46802 -0.83008  0.13
H 3.67181 1.88581 -3.38345  0.10
N -4.15086 -0.28905 0.91174  -0.04
C 4.30650 1.36099 -2.69000  0.00
H -4.66959 -3.35849 3.23223  0.13
H -3.60365 -2.25010 5.21218  0.08
O 1.58440 2.32611 -2.83623  0.08
C 4.63395 0.29802 -0.56367  -0.03
C 7.86785 0.07031 -2.51617  -0.06
C -4.15912 -0.22970 -0.53227  -0.12
C 6.45545 0.39760 -2.13784  -0.29
H 8.50348 0.01564 -1.63536  0.07
H -4.52123 0.75651 -0.83767  0.13
H 2.26530 0.88765 -0.12437  0.14
C -4.68220 -2.22127 5.08146  -0.07
H 4.25228 -0.00604 0.40206  0.11
C -5.03780 -2.40075 3.61742  -0.23
H -4.83237 -1.00350 -0.90198  0.12
C 3.80221 0.97398 -1.45318  -0.22
H -2.75163 -0.32365 -2.15604  0.12
C 5.61750 1.07104 -3.01761  -0.04
H 7.90490 -0.89681 -3.01909  0.08
N 2.48615 1.23301 -1.04833  0.13
O -5.32603 -2.22397 1.00102  0.09
N -1.85225 0.55461 -0.49977  -0.18
H -1.15318 1.17417 1.36213  0.11
H -6.12222 -2.37012 3.46407  0.13
H 0.37383 2.10609 0.11048  0.11
H 8.26949 0.81755 -3.19644  0.08
H -3.55764 1.66047 1.25127  0.13

The relative energy (zero: lowest compared OMol25 entry of this formula, charge and spin) is 1.479 eV. As for the largest force on an atom: 0.64 eV/A. The frontier orbital gap is 8.94 eV. The calculation puts the LUMO energy at 0.592 eV. As for the SMILES: CCOC(=O)N1CCN(CCC(=O)Nc2ccc(C)cc2)CC1.

***

(3)
C17H25N3O4S | ωB97M-V/def2-TZVPD

Last column: Löwdin charge in e.
Atoms and positions in Å:
O -0.40050 5.26525 3.39235  0.07
H -1.58455 -1.50332 -2.81957  0.12
H -0.78056 0.35349 -1.75876  0.07
H 1.39871 -0.89537 -2.55817  0.11
C -1.78832 -1.54326 -1.74826  -0.17
H 3.72433 -1.85807 -2.63156  0.11
N 0.17624 4.90789 2.38131  -0.37
H -1.60156 -0.80940 2.10941  0.12
H 1.80799 0.22543 1.36321  0.12
H -3.83277 -0.45098 0.59871  0.12
C -3.21574 -2.06327 -1.56392  -0.20
H 1.60344 -2.22314 -1.38848  0.13
H -2.36674 1.13042 2.31058  0.11
H -1.26510 -2.00804 0.87794  0.12
H -1.06613 -2.22985 -1.30907  0.11
C 0.53144 3.11145 0.75895  0.03
C -1.81975 -1.08391 1.07718  -0.16
C -1.58107 -0.13087 -1.20624  -0.15
C 0.18700 1.89431 0.21938  -0.17
H 3.97776 0.49583 0.27224  0.10
C -3.56898 -2.46595 -0.13435  -0.21
H 1.37937 3.64413 0.35587  0.12
C 2.15170 -0.54743 0.67239  -0.19
H 1.82271 -1.52307 1.04826  0.13
H 5.21335 -1.43614 -0.65509  0.11
C -1.20206 2.88814 2.41286  0.02
N -1.27519 -0.05770 0.21554  -0.10
H -3.35796 -2.93451 -2.20710  0.11
C -0.17025 3.63293 1.84083  -0.15
H 4.12266 -0.76576 1.50995  0.11
S 1.36565 1.29632 -1.01265  0.70
C -1.53978 1.67189 1.87975  0.01
N 1.47706 -0.32273 -0.59062  -0.23
C 1.91876 -1.20766 -1.65250  -0.20
C 3.43257 -1.15701 -1.84806  -0.17
O 1.02180 5.56137 1.80442  0.09
C 4.13087 -1.49369 -0.53261  -0.19
H -3.73197 -1.68642 1.85123  0.11
O 0.82073 1.35934 -2.34048  -0.29
H 3.87751 -2.51559 -0.23574  0.11
H -2.49976 0.44547 -1.39601  0.14
H -4.62412 -2.74638 -0.10512  0.11
H -3.91239 -1.29310 -1.90331  0.11
H -2.98954 -3.34842 0.14815  0.11
C -0.88723 1.13972 0.74241  -0.20
C 3.67516 -0.51496 0.54693  -0.18
H -1.73574 3.29675 3.25761  0.12
C -3.31683 -1.36569 0.89376  -0.17
O 2.58863 2.01006 -0.78295  -0.27
H 3.70917 -0.14849 -2.16061  0.12

The relative energy (zero: lowest compared OMol25 entry of this formula, charge and spin) is 5.175 eV. As for the largest force on an atom: 1.58 eV/A. The frontier orbital gap is 7.97 eV. The calculation puts the LUMO energy at -0.411 eV. As for the SMILES: O=[N+]([O-])c1ccc(N2CCCCCC2)c(S(=O)(=O)N2CCCCC2)c1.

***

(4)
C17H25N4O2PS | ωB97M-V/def2-TZVPD

Last column: Löwdin charge in e.
Atoms and positions in Å:
H 2.01726 1.11744 2.76060  0.12
C 2.13556 0.72817 0.65113  -0.24
O 2.71131 5.41343 -0.90365  0.05
H 2.75458 -6.14876 -0.73073  0.07
H -2.29268 -5.02224 4.15268  0.07
H -3.30328 -4.65404 0.62397  0.09
N 1.91493 -0.64379 0.82768  0.10
H 4.45784 -4.75337 2.40406  0.10
H 4.11352 -8.20222 0.99650  0.09
P 0.75906 -5.06042 0.87432  0.98
H 4.30044 -6.28423 3.30586  0.07
H -1.83770 -7.32304 1.26952  0.09
C 1.60199 -5.84664 3.17502  -0.16
H -2.04085 -7.21028 3.03660  0.08
H 2.62688 3.16048 -1.73493  0.12
H 2.38496 0.67763 -1.49865  0.11
N -0.35174 -5.16520 2.19775  -0.27
C 4.40973 -5.84484 2.30799  -0.05
C 2.49050 2.69837 -0.76237  0.02
H -0.30291 -5.70560 4.25514  0.10
C 2.13868 1.57792 1.78506  0.00
H -1.84899 -3.62765 0.60951  0.08
C 3.27546 -6.26242 1.38458  -0.64
H 3.01366 -8.19098 2.38592  0.08
C -1.82725 -5.27213 2.04100  -0.65
H 2.26203 3.60782 2.52509  0.12
H -2.11147 -3.49445 3.25214  0.09
C 3.51974 -5.77547 -0.03768  -0.10
H 5.35598 -6.20635 1.88959  0.09
C -2.28103 -6.73120 2.07978  -0.05
H -3.37274 -6.75766 1.96334  0.09
C 2.34466 1.31716 -0.61681  0.00
S 1.87775 -2.69511 -1.05767  0.75
C -2.20780 -4.65989 0.69833  -0.09
N 2.56983 4.93331 0.24439  -0.32
C 0.26721 -5.57751 3.34718  -0.17
C 2.28291 2.95538 1.65804  0.02
O 2.52591 5.64459 1.27436  0.05
H 3.54231 -4.68034 -0.09912  0.04
H 4.49348 -6.16331 -0.36635  0.09
C 2.45235 3.52135 0.37945  -0.16
C -2.47750 -4.52600 3.19377  -0.05
H -1.81431 -5.24665 -0.14244  0.06
H 2.28516 -6.21878 3.92543  0.10
H 2.35659 -8.13554 0.73026  0.09
H -3.56109 -4.51006 3.03542  0.09
C 3.17062 -7.78788 1.37838  -0.05
H 1.16628 -3.60627 0.94956  -0.12
N 2.02360 -5.65169 1.88620  -0.27
C 1.86813 -1.59503 0.05204  -0.72

The relative energy (zero: lowest compared OMol25 entry of this formula, charge and spin) is 0.000 eV. As for the largest force on an atom: 3.31 eV/A. The frontier orbital gap is 5.22 eV. The calculation puts the LUMO energy at -1.134 eV.

***

It is found that the total energy values, taken in the order of the records, are -66174.085 -28648.835 -41527.155 -48210.072 eV.